#P
{"formula": "C22H24N2O2", "method": "wB97M-V/def2-TZVPD", "charge": 0, "smiles": "CC(=O)N1CCC[C@]1(Cc1ccccc1)C1=N[C@H](c2ccccc2)CO1", "spin_multiplicity": 1, "homo_lumo_gap_ev": 9.52, "mol_weight_g_mol": 348.4, "species": ["O", "N", "O", "C", "C", "C", "C", "C", "C", "C", "C", "C", "C", "C", "C", "C", "C", "N", "C", "C", "C", "C", "C", "C", "C", "C", "H", "H", "H", "H", "H", "H", "H", "H", "H", "H", "H", "H", "H", "H", "H", "H", "H", "H", "H", "H", "H", "H", "H", "H"], "xyz": [[0.272, 0.435, -2.787], [0.530, -1.557, -0.476], [0.091, -0.718, 1.633], [1.492, 0.367, -2.517], [0.667, -0.552, 0.313], [-1.772, 3.513, 3.365], [-4.004, -3.606, -1.474], [-2.348, 2.545, 2.589], [-0.519, 3.916, 2.848], [-3.351, -4.617, -0.821], [-3.575, -2.337, -1.530], [-1.752, 2.006, 1.424], [0.020, 3.423, 1.692], [-2.177, -4.299, -0.196], [-2.265, -2.027, -1.103], [-0.556, 2.456, 0.981], [-1.570, -2.974, -0.304], [2.064, 0.766, -1.292], [2.521, -0.018, -3.686], [0.150, 1.941, -0.166], [3.525, 0.955, -1.112], [3.638, 1.573, 0.301], [2.362, 1.194, 0.959], [1.333, 0.799, -0.065], [-0.318, -2.054, 1.674], [-0.191, -2.653, 0.196], [-2.130, 4.075, 4.258], [-5.019, -3.751, -1.802], [-3.248, 2.100, 2.902], [-0.028, 4.740, 3.428], [-3.562, -5.680, -0.851], [-4.044, -1.455, -1.993], [-2.232, 1.149, 0.810], [0.975, 3.693, 1.372], [-1.540, -5.151, 0.197], [-1.716, -1.197, -1.351], [3.019, -0.992, -3.496], [2.037, -0.188, -4.686], [3.096, 0.832, -3.760], [-0.674, 1.445, -0.697], [0.628, 2.673, -0.697], [4.027, 1.627, -1.862], [4.023, -0.074, -1.028], [3.689, 2.563, 0.023], [4.512, 1.116, 0.864], [1.908, 1.936, 1.601], [2.556, 0.317, 1.593], [-1.284, -2.237, 2.056], [0.303, -2.509, 2.366], [0.437, -3.508, 0.307]]}

=====

#Q
{"formula": "C22H24N2O2", "method": "wB97M-V/def2-TZVPD", "charge": 0, "smiles": "CN(C)c1ccc(C=C2C(=O)c3ccccc3C2=O)cc1.C1CCNC1", "spin_multiplicity": 1, "homo_lumo_gap_ev": 6.95, "mol_weight_g_mol": 348.4, "species": ["C", "N", "C", "C", "C", "C", "C", "C", "C", "C", "O", "C", "C", "C", "C", "C", "C", "C", "O", "C", "C", "H", "H", "H", "H", "H", "H", "H", "H", "H", "H", "H", "H", "H", "H", "H", "C", "C", "C", "N", "C", "H", "H", "H", "H", "H", "H", "H", "H", "H"], "xyz": [[-5.778, -0.840, -0.537], [-4.690, -1.271, -1.380], [-4.970, -2.448, -2.165], [-3.422, -0.688, -1.327], [-2.472, -1.147, -0.387], [-1.211, -0.592, -0.348], [-0.842, 0.449, -1.233], [0.496, 0.993, -1.239], [1.624, 0.230, -1.216], [3.003, 0.804, -1.211], [3.313, 1.988, -1.138], [3.925, -0.365, -1.297], [3.188, -1.550, -1.360], [3.809, -2.791, -1.431], [5.206, -2.839, -1.428], [5.958, -1.644, -1.370], [5.316, -0.401, -1.311], [1.730, -1.256, -1.350], [0.853, -2.109, -1.451], [-1.817, 0.937, -2.138], [-3.074, 0.364, -2.209], [-5.456, 0.020, 0.059], [-6.640, -0.558, -1.160], [-6.099, -1.658, 0.126], [-4.072, -2.734, -2.724], [-5.286, -3.276, -1.514], [-5.793, -2.240, -2.864], [-2.746, -1.953, 0.300], [-0.503, -0.963, 0.393], [0.613, 2.067, -1.392], [3.183, -3.680, -1.486], [5.716, -3.802, -1.476], [7.048, -1.693, -1.375], [5.857, 0.541, -1.278], [-1.533, 1.753, -2.806], [-3.824, 0.701, -2.930], [1.502, 2.627, 4.227], [-0.037, 2.767, 4.268], [-0.561, 2.116, 2.962], [0.569, 1.444, 2.397], [1.831, 1.900, 2.898], [1.989, 3.605, 4.240], [1.844, 2.025, 5.074], [-0.440, 2.238, 5.138], [-0.336, 3.818, 4.299], [-1.403, 1.438, 3.173], [-0.945, 2.899, 2.277], [0.521, 1.109, 1.447], [2.318, 2.588, 2.177], [2.538, 1.074, 3.072]]}

=====

Relative calculated energies, zero for the most stable structure, unit kcal/mol: #P 32.8; #Q 0.0.

=====

#P
{"formula": "C2H5N5", "method": "wB97M-V/def2-TZVPD", "charge": 0, "spin_multiplicity": 1, "homo_lumo_gap_ev": 10.18, "mol_weight_g_mol": 99.1, "species": ["C", "C", "H", "H", "H", "H", "H", "N", "N", "N", "N", "N"], "xyz": [[1.565, -0.669, -0.123], [-0.761, 0.161, -0.206], [2.130, -0.917, 0.882], [1.250, -1.647, -0.744], [2.448, -0.149, -0.515], [-2.649, -0.148, -0.061], [-2.198, -1.144, 1.080], [0.565, 0.304, -0.076], [0.806, 1.457, 0.105], [-0.183, 2.283, -0.052], [-1.243, 1.319, -0.199], [-1.730, -0.851, -0.091]]}

=====

#Q
{"formula": "C2H5N5", "method": "wB97M-V/def2-TZVPD", "charge": 0, "smiles": "[H]/N=c1/nnn(C)[nH]1", "spin_multiplicity": 1, "homo_lumo_gap_ev": 9.47, "mol_weight_g_mol": 99.1, "species": ["C", "C", "H", "H", "H", "H", "H", "N", "N", "N", "N", "N"], "xyz": [[-0.887, 1.715, 0.034], [0.748, -1.508, 0.006], [-0.414, 2.012, 0.964], [-0.857, 2.500, -0.724], [-1.937, 1.666, 0.152], [2.483, -2.031, -0.058], [0.920, 0.037, -1.328], [-0.574, 0.343, -0.196], [-1.190, -0.530, 0.650], [-0.669, -1.723, 0.636], [1.562, -2.420, 0.175], [0.813, -0.062, -0.312]]}

=====

Relative calculated energies, zero for the most stable structure, unit kcal/mol: #P 33.9; #Q 0.0.

=====

#P
{"formula": "H14LiO7", "method": "wB97M-V/def2-TZVPD", "charge": 1, "spin_multiplicity": 1, "homo_lumo_gap_ev": 10.62, "mol_weight_g_mol": 133.0, "species": ["Li", "O", "H", "H", "O", "H", "H", "O", "H", "H", "O", "H", "H", "O", "H", "H", "O", "H", "H", "O", "H", "H"], "xyz": [[0.511, 0.052, -0.044], [2.003, 1.398, 0.420], [2.535, 1.377, 1.184], [2.648, 1.579, -0.234], [-3.208, 0.599, -0.552], [-2.363, 0.735, -0.163], [-3.853, 1.004, 0.008], [-1.148, -1.521, -0.356], [-0.901, -2.281, -0.912], [-1.412, -1.951, 0.461], [-0.955, 1.254, 0.964], [-0.671, 2.133, 0.776], [-1.012, 1.296, 1.901], [1.256, -1.316, 1.873], [0.689, -1.102, 2.594], [1.811, -1.937, 2.358], [0.023, 0.919, -1.742], [0.286, 1.820, -1.685], [-0.866, 0.935, -2.118], [1.725, -1.391, -1.391], [1.743, -2.330, -1.185], [1.151, -1.278, -2.148]]}

=====

#Q
{"formula": "H14LiO7", "method": "wB97M-V/def2-TZVPD", "charge": 1, "spin_multiplicity": 1, "homo_lumo_gap_ev": 11.25, "mol_weight_g_mol": 133.0, "species": ["Li", "O", "H", "H", "O", "H", "H", "O", "H", "H", "O", "H", "H", "O", "H", "H", "O", "H", "H", "O", "H", "H"], "xyz": [[-0.145, 0.215, -0.023], [-2.178, -0.356, -0.311], [-2.396, -0.426, -1.275], [-2.732, -1.012, 0.009], [0.146, 1.727, 1.400], [-0.193, 2.166, 2.200], [1.137, 1.590, 1.611], [0.034, -3.192, -0.038], [-0.100, -2.291, 0.047], [-0.844, -3.541, 0.147], [2.419, 1.113, 0.546], [2.280, 1.930, 0.058], [2.767, 0.396, 0.061], [-0.203, 1.915, -1.376], [-0.941, 2.593, -1.427], [0.560, 2.354, -1.280], [-0.011, -0.422, -1.624], [0.206, -0.165, -2.532], [-0.261, -1.305, -1.798], [0.091, -0.772, 1.607], [0.924, -1.390, 1.770], [-0.558, -1.127, 2.226]]}

=====

Relative calculated energies, zero for the most stable structure, unit kcal/mol: #P 0.0; #Q 34.6.

=====

#P
{"formula": "CH5BO", "method": "wB97M-V/def2-TZVPD", "charge": 0, "smiles": "CBO", "spin_multiplicity": 1, "homo_lumo_gap_ev": 11.29, "mol_weight_g_mol": 43.9, "species": ["B", "C", "O", "H", "H", "H", "H", "H"], "xyz": [[-0.428, -0.400, -0.174], [1.046, 0.031, -0.044], [-1.534, 0.936, 0.192], [-1.085, -1.402, -0.414], [1.119, -0.238, 0.998], [1.459, 1.037, 0.013], [1.867, -0.548, -0.486], [-2.444, 0.583, -0.085]]}

=====

#Q
{"formula": "CH5BO", "method": "wB97M-V/def2-TZVPD", "charge": 0, "smiles": "CBO", "spin_multiplicity": 1, "homo_lumo_gap_ev": 11.52, "mol_weight_g_mol": 43.9, "species": ["B", "C", "O", "H", "H", "H", "H", "H"], "xyz": [[0.064, -0.048, -0.624], [-0.493, 0.203, 0.862], [1.188, -0.742, -0.803], [-0.371, 0.477, -1.635], [-0.762, 1.263, 1.118], [0.184, -0.135, 1.644], [-1.358, -0.245, 1.095], [1.548, -0.772, -1.657]]}

=====

Relative calculated energies, zero for the most stable structure, unit kcal/mol: #P 38.7; #Q 0.0.

=====

#P
{"formula": "C38H39GeN5O2Ru", "method": "wB97M-V/def2-TZVPD", "charge": 0, "spin_multiplicity": 1, "homo_lumo_gap_ev": 6.50, "mol_weight_g_mol": 771.4, "species": ["Ru", "N", "C", "C", "C", "C", "N", "C", "N", "N", "C", "O", "O", "H", "H", "H", "H", "H", "H", "H", "H", "H", "H", "H", "H", "H", "H", "N", "C", "C", "C", "C", "C", "C", "C", "C", "C", "C", "C", "C", "C", "H", "H", "H", "H", "H", "H", "H", "H", "H", "H", "C", "Ge", "C", "C", "C", "C", "C", "C", "C", "C", "C", "C", "C", "C", "C", "C", "C", "C", "C", "C", "H", "H", "H", "H", "H", "H", "H", "H", "H", "H", "H", "H", "H", "H", "H"], "xyz": [[-0.109, 0.300, -1.545], [-0.864, -0.796, -3.223], [-2.316, -0.761, -2.893], [-3.230, -1.685, -3.708], [-4.718, -1.501, -3.382], [-5.156, -1.766, -1.941], [-4.464, -1.017, -0.893], [-4.488, 0.293, -0.686], [-3.689, 0.829, 0.241], [-5.362, 1.075, -1.344], [-2.701, 0.758, -2.850], [-3.584, 1.219, -3.576], [-2.006, 1.390, -1.998], [-0.663, -0.418, -4.142], [-0.506, -1.742, -3.178], [-2.317, -1.112, -1.857], [-2.940, -2.724, -3.512], [-3.079, -1.510, -4.777], [-5.309, -2.194, -3.989], [-4.990, -0.496, -3.688], [-4.995, -2.809, -1.668], [-6.231, -1.585, -1.850], [-3.742, -1.520, -0.389], [-2.850, 0.313, 0.494], [-3.499, 1.815, 0.145], [-5.672, 0.729, -2.236], [-5.128, 2.054, -1.380], [-0.541, 0.109, 0.370], [-0.900, -0.659, 1.319], [-0.536, -0.372, 2.751], [-0.230, 0.938, 3.114], [0.141, 1.243, 4.411], [0.225, 0.241, 5.368], [-0.067, -1.069, 5.015], [-0.449, -1.371, 3.717], [-1.677, -1.931, 1.083], [-2.792, -2.272, 1.854], [-3.545, -3.403, 1.556], [-3.180, -4.219, 0.494], [-2.055, -3.904, -0.259], [-1.310, -2.771, 0.031], [-0.278, 1.705, 2.353], [0.373, 2.267, 4.677], [0.519, 0.479, 6.382], [0.009, -1.861, 5.750], [-0.655, -2.400, 3.450], [-3.069, -1.646, 2.694], [-4.410, -3.648, 2.159], [-3.757, -5.106, 0.267], [-1.749, -4.554, -1.070], [-0.432, -2.509, -0.550], [1.520, 0.455, -1.674], [2.941, 1.226, -0.575], [2.501, 3.070, -0.124], [1.310, 3.286, 0.567], [0.916, 4.565, 0.925], [1.706, 5.655, 0.591], [2.885, 5.457, -0.110], [3.275, 4.174, -0.468], [4.648, 0.948, -1.486], [5.809, 1.669, -1.215], [7.009, 1.351, -1.833], [7.074, 0.295, -2.728], [5.931, -0.440, -3.002], [4.733, -0.113, -2.387], [2.936, 0.154, 1.063], [3.001, -1.235, 0.962], [2.937, -2.037, 2.087], [2.808, -1.460, 3.344], [2.746, -0.083, 3.461], [2.806, 0.716, 2.327], [0.681, 2.440, 0.824], [-0.013, 4.710, 1.464], [1.399, 6.656, 0.867], [3.501, 6.303, -0.388], [4.186, 4.049, -1.042], [5.798, 2.475, -0.491], [7.898, 1.926, -1.608], [8.011, 0.046, -3.209], [5.972, -1.269, -3.698], [3.841, -0.681, -2.629], [3.091, -1.703, -0.013], [2.985, -3.115, 1.988], [2.748, -2.084, 4.226], [2.635, 0.373, 4.437], [2.746, 1.793, 2.438]]}

=====

#Q
{"formula": "C38H39GeN5O2Ru", "method": "wB97M-V/def2-TZVPD", "charge": 0, "spin_multiplicity": 1, "homo_lumo_gap_ev": [5.34, 5.34], "mol_weight_g_mol": 771.4, "species": ["Ru", "N", "C", "C", "C", "C", "N", "C", "N", "N", "C", "O", "O", "H", "H", "H", "H", "H", "H", "H", "H", "H", "H", "H", "H", "H", "H", "N", "C", "C", "C", "C", "C", "C", "C", "C", "C", "C", "C", "C", "C", "H", "H", "H", "H", "H", "H", "H", "H", "H", "H", "C", "Ge", "C", "C", "C", "C", "C", "C", "C", "C", "C", "C", "C", "C", "C", "C", "C", "C", "C", "C", "H", "H", "H", "H", "H", "H", "H", "H", "H", "H", "H", "H", "H", "H", "H"], "xyz": [[-1.399, 0.444, 0.819], [-0.699, 0.366, 2.859], [-0.127, 1.651, 3.320], [1.301, 1.466, 3.811], [1.440, 0.655, 5.093], [2.889, 0.338, 5.454], [3.557, -0.545, 4.494], [4.287, -0.167, 3.448], [4.901, -1.087, 2.704], [4.490, 1.126, 3.171], [-0.159, 2.721, 2.189], [0.578, 3.693, 2.348], [-0.964, 2.515, 1.230], [-1.441, 0.028, 3.457], [0.015, -0.352, 2.802], [-0.756, 2.046, 4.123], [1.710, 2.472, 3.938], [1.847, 0.990, 2.987], [0.883, -0.286, 5.026], [1.008, 1.212, 5.928], [2.943, -0.165, 6.420], [3.482, 1.248, 5.554], [3.365, -1.531, 4.571], [4.691, -2.059, 2.855], [5.169, -0.849, 1.752], [3.800, 1.796, 3.474], [4.899, 1.328, 2.270], [0.407, -0.115, 0.307], [1.362, -0.919, 0.153], [2.733, -0.351, -0.129], [2.928, 1.030, -0.020], [4.137, 1.611, -0.370], [5.192, 0.826, -0.836], [5.003, -0.545, -0.970], [3.786, -1.125, -0.627], [1.199, -2.411, 0.182], [1.995, -3.218, 0.994], [1.767, -4.584, 1.087], [0.740, -5.163, 0.355], [-0.057, -4.368, -0.458], [0.168, -3.002, -0.537], [2.087, 1.638, 0.297], [4.247, 2.690, -0.319], [6.129, 1.282, -1.130], [5.798, -1.164, -1.368], [3.646, -2.188, -0.772], [2.803, -2.767, 1.563], [2.389, -5.197, 1.728], [0.561, -6.229, 0.420], [-0.860, -4.809, -1.035], [-0.457, -2.372, -1.155], [-2.749, -0.428, 0.441], [-2.768, 0.404, -1.468], [-2.326, 2.286, -1.868], [-1.009, 2.743, -1.833], [-0.703, 4.055, -2.159], [-1.712, 4.942, -2.508], [-3.029, 4.508, -2.529], [-3.330, 3.188, -2.218], [-4.675, 0.187, -1.881], [-5.075, 0.344, -3.209], [-6.405, 0.191, -3.574], [-7.356, -0.126, -2.613], [-6.970, -0.291, -1.291], [-5.637, -0.135, -0.929], [-1.920, -0.770, -2.794], [-2.499, -2.011, -3.064], [-1.921, -2.892, -3.968], [-0.746, -2.542, -4.619], [-0.165, -1.306, -4.372], [-0.751, -0.426, -3.469], [-0.218, 2.075, -1.510], [0.326, 4.392, -2.114], [-1.474, 5.970, -2.748], [-3.825, 5.196, -2.789], [-4.364, 2.864, -2.245], [-4.340, 0.584, -3.970], [-6.699, 0.318, -4.609], [-8.394, -0.248, -2.896], [-7.708, -0.543, -0.538], [-5.335, -0.272, 0.102], [-3.419, -2.295, -2.561], [-2.388, -3.849, -4.165], [-0.290, -3.226, -5.324], [0.746, -1.023, -4.885], [-0.285, 0.535, -3.286]]}

=====

Relative calculated energies, zero for the most stable structure, unit kcal/mol: #P 0.0; #Q 9.7.

=====

#P
{"formula": "CH11O5", "method": "wB97M-V/def2-TZVPD", "charge": -1, "spin_multiplicity": 1, "homo_lumo_gap_ev": 8.95, "mol_weight_g_mol": 103.1, "species": ["C", "O", "H", "H", "H", "H", "H", "O", "H", "H", "O", "H", "H", "O", "H", "H", "O"], "xyz": [[0.987, -0.936, -0.564], [0.162, -0.050, 0.164], [1.876, -1.305, -0.165], [0.381, -1.814, -0.856], [1.404, -0.461, -1.547], [0.476, 1.593, 0.271], [0.993, 2.897, -0.753], [0.612, 2.615, 0.101], [-0.989, -0.283, -0.972], [-1.422, -0.844, -2.745], [-1.494, -0.416, -1.838], [0.808, 1.375, 2.438], [0.599, 0.142, 1.493], [1.267, 0.525, 2.124], [-1.132, -1.133, 0.981], [-2.462, -0.538, 0.740], [-2.067, -1.367, 1.128]]}

=====

#Q
{"formula": "CH11O5", "method": "wB97M-V/def2-TZVPD", "charge": -1, "spin_multiplicity": 1, "homo_lumo_gap_ev": 7.17, "mol_weight_g_mol": 103.1, "species": ["C", "O", "H", "H", "H", "H", "H", "O", "H", "H", "O", "H", "H", "O", "H", "H", "O"], "xyz": [[0.064, -0.541, -1.045], [-0.368, 0.057, 0.133], [1.029, -0.061, -1.329], [-0.651, -0.141, -1.837], [0.011, -1.633, -0.975], [-1.450, 1.544, -2.812], [-1.564, 2.467, -1.728], [-1.135, 2.398, -2.587], [4.512, -1.291, 0.286], [3.016, -0.956, 0.308], [3.640, -1.697, 0.529], [-2.453, -0.282, 1.880], [-1.769, 0.211, 0.606], [-2.706, 0.203, 0.996], [0.168, 0.495, 2.880], [-0.245, -0.363, 1.891], [-0.098, -0.409, 2.802]]}

=====

Relative calculated energies, zero for the most stable structure, unit kcal/mol: #P 5.2; #Q 0.0.